Computed, not measured: a cluster of 13 separate species, C49H98Cl2O30 in total at a distorted geometry, with the ωB97M-V functional and the def2-TZVPD basis.

```
179
Properties=species:S:1:pos:R:3:mulliken_charge:R:1
C 8.79 -5.80 -19.29 0.08
Cl 8.52 -4.07 -19.13 -0.19
Cl 8.83 -6.25 -21.00 -0.17
H 9.74 -6.03 -18.80 0.04
H 7.93 -6.28 -18.84 0.24
C 17.37 -14.02 -18.23 -0.17
C 17.23 -14.42 -16.76 -0.59
O 18.43 -14.82 -16.18 -0.34
C 18.79 -14.47 -14.92 0.86
O 18.34 -13.52 -14.29 -0.67
O 19.68 -15.35 -14.46 -0.36
C 20.12 -15.27 -13.13 -0.39
H 17.96 -13.11 -18.10 -0.15
H 16.39 -13.82 -18.67 0.15
H 17.90 -14.76 -18.82 0.27
H 16.54 -15.26 -16.65 0.42
H 16.64 -13.65 -16.27 0.28
H 20.27 -14.23 -12.82 0.01
H 21.12 -15.70 -13.09 0.27
H 19.44 -15.80 -12.47 0.29
C 18.04 -14.75 -21.84 -1.26
C 17.34 -13.38 -21.85 0.63
O 18.14 -12.31 -22.38 -0.44
C 19.02 -11.72 -21.58 0.74
O 19.15 -11.94 -20.38 -0.51
O 19.63 -10.78 -22.27 -0.43
C 20.47 -9.88 -21.51 0.09
H 18.14 -15.22 -22.81 0.36
H 17.39 -15.34 -21.19 0.36
H 18.95 -14.74 -21.23 0.34
H 16.84 -13.14 -20.91 -0.32
H 16.52 -13.32 -22.58 0.22
H 21.15 -10.48 -20.90 0.29
H 19.89 -9.28 -20.81 -0.41
H 21.00 -9.17 -22.15 0.35
C 15.20 -3.12 -24.06 -0.97
C 16.50 -3.81 -23.66 -0.34
O 16.84 -3.62 -22.28 -0.36
C 16.53 -4.55 -21.36 0.63
O 15.81 -5.50 -21.56 -0.53
O 17.13 -4.25 -20.18 -0.36
C 17.09 -5.21 -19.11 0.17
H 14.46 -3.53 -23.38 0.24
H 14.86 -3.48 -25.03 0.32
H 15.34 -2.05 -23.98 0.32
H 17.37 -3.53 -24.25 0.37
H 16.46 -4.89 -23.82 0.28
H 17.57 -4.71 -18.26 0.20
H 17.83 -5.93 -19.44 -0.04
H 16.18 -5.73 -18.84 0.08
C 20.07 -7.21 -15.33 -0.87
C 18.77 -6.63 -15.81 0.55
O 17.64 -7.27 -15.19 -0.13
C 16.40 -7.14 -15.59 0.67
O 16.07 -6.46 -16.55 -0.62
O 15.65 -7.83 -14.74 -0.14
C 14.23 -7.65 -14.90 -0.59
H 20.01 -8.30 -15.25 -0.19
H 20.27 -6.88 -14.31 0.40
H 20.89 -6.96 -16.00 0.30
H 18.71 -6.77 -16.89 -0.53
H 18.73 -5.55 -15.68 0.40
H 13.96 -7.94 -15.91 0.11
H 13.94 -6.61 -14.73 0.37
H 13.75 -8.33 -14.20 0.19
C 13.77 -11.45 -21.26 -0.46
C 13.13 -12.15 -22.46 -0.65
O 12.53 -11.14 -23.27 -0.04
C 11.95 -11.52 -24.39 0.47
O 11.93 -12.67 -24.79 -0.60
O 11.61 -10.40 -25.10 -0.16
C 11.15 -10.59 -26.41 -0.79
H 13.10 -10.83 -20.67 -0.05
H 14.45 -10.69 -21.65 0.28
H 14.23 -12.25 -20.68 0.38
H 12.32 -12.81 -22.16 0.34
H 13.84 -12.73 -23.06 0.31
H 10.30 -11.26 -26.42 0.33
H 11.99 -11.05 -26.93 0.32
H 10.92 -9.64 -26.90 0.23
C 17.32 -10.45 -13.61 -0.06
C 18.21 -9.68 -12.55 -0.59
O 18.93 -10.64 -11.79 -0.23
C 19.43 -10.24 -10.67 0.62
O 19.33 -9.15 -10.15 -0.61
O 20.25 -11.20 -10.26 -0.26
C 20.74 -11.20 -8.89 -0.77
H 17.19 -9.95 -14.56 -0.31
H 16.32 -10.47 -13.17 0.50
H 17.56 -11.50 -13.79 -0.08
H 17.45 -9.17 -11.96 0.70
H 18.92 -9.04 -13.07 0.27
H 21.60 -11.86 -8.77 0.22
H 19.97 -11.50 -8.18 0.29
H 21.02 -10.17 -8.70 0.36
O 13.18 -5.18 -25.73 -0.59
C 13.33 -6.38 -25.76 0.71
O 12.90 -7.25 -24.85 -0.14
C 12.31 -6.81 -23.63 -0.09
C 11.78 -8.00 -22.84 -0.37
C 13.99 -7.11 -26.94 -0.96
H 11.52 -6.07 -23.77 0.36
H 13.12 -6.32 -23.09 0.05
H 11.10 -7.79 -22.01 0.03
H 12.70 -8.51 -22.57 0.04
H 11.12 -8.61 -23.46 0.24
H 13.44 -8.04 -27.04 0.16
H 15.04 -7.25 -26.67 0.25
H 14.05 -6.59 -27.90 0.36
O 16.86 -8.38 -19.30 -0.74
C 16.08 -9.12 -18.69 0.17
O 14.77 -8.95 -18.57 0.51
C 14.15 -7.82 -19.18 -0.25
C 12.64 -8.11 -19.21 -1.00
C 16.60 -10.41 -18.05 1.34
H 14.53 -7.63 -20.19 0.47
H 14.23 -6.91 -18.58 0.11
H 12.12 -7.21 -19.54 0.41
H 12.29 -8.40 -18.22 0.27
H 12.36 -8.94 -19.85 -0.26
H 17.00 -11.11 -18.78 -0.48
H 15.79 -10.86 -17.48 0.03
H 17.41 -10.11 -17.37 -0.52
O 21.81 -5.77 -18.06 -0.65
C 20.89 -5.96 -18.83 0.34
O 20.19 -4.97 -19.47 -0.14
C 20.66 -3.63 -19.25 -0.41
C 20.35 -2.76 -20.44 -1.00
C 20.42 -7.35 -19.24 -0.02
H 21.74 -3.67 -19.16 0.44
H 20.24 -3.23 -18.32 0.29
H 20.52 -1.72 -20.20 0.39
H 19.32 -2.96 -20.77 0.11
H 20.99 -3.03 -21.28 0.30
H 21.13 -8.09 -18.87 0.17
H 20.15 -7.38 -20.29 0.41
H 19.46 -7.47 -18.74 -0.17
O 19.17 -10.91 -16.18 0.07
C 20.36 -11.10 -16.36 0.46
O 21.20 -11.43 -15.42 -0.43
C 20.68 -11.84 -14.12 2.20
C 21.77 -12.45 -13.27 -2.04
C 21.01 -11.09 -17.73 -0.96
H 19.84 -12.53 -14.25 -0.99
H 20.25 -10.96 -13.65 -0.30
H 21.44 -12.73 -12.27 0.38
H 22.66 -11.82 -13.20 0.39
H 22.01 -13.41 -13.73 0.47
H 20.27 -11.13 -18.52 0.01
H 21.69 -11.94 -17.72 0.41
H 21.64 -10.22 -17.93 0.31
O 10.65 -13.16 -18.24 -0.64
C 11.70 -13.21 -17.59 0.59
O 12.35 -14.32 -17.31 -0.26
C 11.99 -15.54 -17.93 -0.26
C 12.63 -16.73 -17.27 -1.17
C 12.27 -11.98 -16.98 0.34
H 12.19 -15.54 -19.00 0.31
H 10.91 -15.64 -17.96 0.38
H 13.16 -16.56 -16.33 0.31
H 13.34 -17.20 -17.95 0.31
H 11.90 -17.48 -16.99 0.31
H 12.72 -11.39 -17.78 -0.32
H 13.16 -12.14 -16.37 0.52
H 11.58 -11.42 -16.35 -0.35
O 9.31 -8.15 -17.01 -0.61
C 9.21 -9.38 -17.02 0.75
O 9.63 -10.20 -16.06 -0.34
C 10.14 -9.74 -14.80 -0.05
C 10.12 -10.83 -13.74 -1.15
C 8.85 -10.07 -18.31 -0.70
H 9.53 -8.90 -14.45 0.50
H 11.12 -9.28 -14.86 -0.02
H 10.78 -10.61 -12.90 0.41
H 10.75 -11.65 -14.09 0.24
H 9.14 -11.13 -13.35 0.30
H 9.65 -10.76 -18.55 0.10
H 8.70 -9.31 -19.08 0.19
H 7.88 -10.50 -18.04 0.37
```

## Properties
Kohn-Sham gap in eV: 10.3
Relative energy (zero: lowest compared OMol25 entry of this formula, charge and spin) in kcal per mole: 0.1
Calculated total energy in hartree: -5103.46147
E_HOMO in hartree: -0.367
E_LUMO in eV: 0.26

Computed, not measured: the molecule C10H11NOS2 at a distorted geometry, with the ωB97M-V functional and the def2-TZVPD basis.

```
25
Properties=species:S:1:pos:R:3:nbo_charge:R:1
C 2.77 1.16 -1.76 -0.18
C 1.94 0.22 -2.33 -0.25
C 2.31 1.88 -0.74 -0.26
C 0.67 0.06 -1.79 -0.18
C 1.06 1.78 -0.20 0.19
C 0.29 0.74 -0.67 -0.24
C -3.00 -2.13 0.00 -0.33
C -1.92 -2.63 0.52 -0.23
C -0.71 -0.71 1.39 0.03
C -1.22 -2.08 1.59 -0.02
N 0.66 2.62 0.87 -0.82
O 0.09 -1.73 1.15 -0.46
S -1.34 0.39 0.01 0.19
S -0.52 0.33 2.87 -0.04
H 3.72 1.11 -2.21 0.22
H 2.32 -0.38 -3.15 0.21
H 2.85 2.74 -0.23 0.20
H 0.04 -0.61 -2.29 0.22
H -3.31 -2.24 -1.00 0.20
H -3.67 -1.54 0.58 0.18
H -1.28 -3.28 -0.15 0.21
H -1.33 -2.47 2.57 0.21
H 1.40 3.22 1.21 0.39
H -0.22 2.49 1.37 0.41
H -1.59 1.04 2.40 0.14
```

## Properties
Kohn-Sham gap in eV: 8.6
Relative energy (zero: lowest compared OMol25 entry of this formula, charge and spin) in kcal per mole: 48.8
Calculated total energy in hartree: -1313.89714
E_HOMO in hartree: -0.293
SMILES: C=C[C@H]1O[C@@]1(S)Sc1ccccc1N
E_LUMO in eV: 0.59

Computed, not measured: a cluster of 2 separate species, C6H14NO in total, with the ωB97M-V functional and the def2-TZVPD basis.

```
22
Properties=species:S:1:pos:R:3:nbo_charge:R:1
C 2.89 -1.29 0.12 -0.64
C 2.20 0.04 0.26 -0.23
C 1.78 0.74 -0.78 0.07
O 1.13 1.96 -0.61 -0.74
H 2.35 -2.08 0.65 0.22
H 2.98 -1.56 -0.93 0.22
H 3.89 -1.22 0.55 0.24
H 2.13 0.51 1.23 0.21
H 1.85 0.38 -1.80 0.19
H 1.40 2.53 -1.35 0.51
C -2.23 -1.07 1.09 -0.67
C -1.98 -0.08 0.01 0.15
C -2.33 -0.09 -1.26 -0.36
N -1.22 1.13 0.48 -0.72
H -2.79 -1.92 0.72 0.26
H -1.27 -1.43 1.49 0.23
H -2.76 -0.60 1.92 0.24
H -2.12 0.75 -1.92 0.22
H -2.86 -0.92 -1.71 0.24
H -0.47 1.38 -0.19 0.48
H -0.75 0.91 1.36 0.44
H -1.82 1.93 0.65 0.44
```

## Properties
Kohn-Sham gap in eV: 9.9
Relative energy (zero: lowest compared OMol25 entry of this formula, charge and spin) in kcal per mole: 25.4
Calculated total energy in hartree: -366.72669
E_HOMO in hartree: -0.476
Net charge: +1
E_LUMO in eV: -3.08